{"formula": "C36H44BaGeN3S3Si3", "method": "the ωB97M-V functional and the def2-TZVPD basis", "elements": ["H", "C", "H", "N", "H", "H", "H", "H", "C", "H", "H", "C", "H", "S", "C", "H", "H", "H", "H", "Ba", "Ge", "H", "H", "H", "H", "C", "H", "H", "C", "H", "H", "N", "H", "C", "H", "S", "C", "H", "H", "C", "C", "H", "C", "H", "S", "H", "H", "H", "C", "H", "Si", "H", "C", "C", "H", "C", "C", "C", "C", "C", "C", "C", "C", "C", "C", "C", "H", "C", "C", "C", "C", "H", "C", "H", "H", "C", "C", "Si", "Si", "H", "C", "C", "H", "C", "N", "H", "C", "H", "H", "H", "H"], "positions_angstrom": [[-0.023, -1.092, 3.493], [3.252, -3.002, 1.701], [-0.101, 3.470, -1.007], [-0.016, 2.850, 0.946], [3.224, 0.015, -4.352], [6.003, -1.143, -3.347], [6.596, 1.795, 1.035], [-4.041, 2.840, 3.259], [-4.963, 0.449, 0.407], [-0.071, 9.253, -2.058], [6.230, -1.442, -1.622], [-4.289, 2.162, 2.452], [-7.027, 0.883, 0.885], [0.130, -2.544, 5.697], [-5.637, 1.923, 2.144], [-0.092, -2.215, 9.263], [6.293, -2.102, 0.787], [6.554, -0.705, 1.836], [0.038, 1.804, 6.632], [0.235, 0.284, 0.302], [3.578, 0.082, 0.099], [-2.244, 1.737, 1.986], [3.538, 1.393, -3.296], [-0.150, 0.121, 8.094], [6.454, 3.455, 0.448], [-3.281, 1.549, 1.743], [6.364, -2.314, 2.538], [2.718, -0.369, 3.632], [0.050, 3.936, 4.983], [2.406, 3.265, -0.989], [3.680, -3.161, -1.583], [0.027, 0.870, 2.899], [3.467, -3.660, 2.547], [-5.989, 1.068, 1.123], [3.331, -2.842, -3.282], [0.120, 5.690, -2.433], [-0.002, -0.060, 3.836], [0.063, 5.941, 4.311], [2.114, -2.493, -2.057], [0.050, 4.893, 4.038], [-0.048, 7.526, -0.675], [6.474, 2.113, -0.699], [0.029, 4.549, 2.640], [0.061, 4.196, 6.034], [-5.086, -0.660, -0.912], [3.928, 3.238, -1.880], [0.092, -4.160, 7.511], [-0.119, 8.057, 0.264], [3.483, 3.429, -0.901], [3.896, 4.003, 2.217], [4.181, -1.394, 1.887], [-6.411, 2.416, 2.715], [0.023, 1.526, 5.585], [0.022, 3.205, 2.256], [0.053, 6.570, 1.928], [0.025, 5.527, 1.636], [0.056, -3.102, 7.306], [0.001, 0.197, 5.218], [-0.007, 5.178, 0.302], [5.751, -0.780, -2.346], [-3.382, -0.736, -0.974], [-0.038, -2.076, 8.194], [6.017, -1.651, 1.741], [-0.047, 3.799, 0.028], [3.093, 0.398, -3.336], [3.777, -0.617, 3.534], [4.029, -1.317, 4.336], [3.732, 2.926, 2.115], [-0.025, 8.182, -1.933], [-3.618, 0.677, 0.705], [6.119, 2.427, 0.284], [0.069, 7.523, -4.027], [0.033, 2.543, 4.621], [2.677, 2.726, 2.313], [3.542, -3.528, 0.790], [0.002, 6.164, -0.781], [0.035, 2.177, 3.271], [4.265, 2.357, 0.415], [3.905, -0.754, -2.115], [4.317, 2.428, 2.890], [0.003, -0.899, 6.191], [-0.067, -0.811, 7.553], [-2.901, -1.363, -1.713], [0.046, 7.305, -2.971], [-2.720, -0.022, -0.110], [2.169, -2.853, 1.669], [3.187, -2.467, -2.266], [4.351, 0.297, 3.694], [3.637, 4.487, -0.670], [6.182, 0.216, -2.234], [2.018, 0.501, -3.165]], "forces_ev_per_angstrom": [[0.000, 0.010, -0.008], [-0.050, -0.127, -0.004], [-0.002, -0.009, 0.012], [0.003, 0.197, 0.122], [-0.016, 0.032, 0.009], [-0.004, 0.007, 0.018], [0.021, 0.016, -0.008], [-0.006, -0.004, -0.004], [-0.081, 0.015, 0.028], [-0.002, -0.013, 0.003], [0.024, 0.017, -0.013], [-0.019, -0.020, -0.016], [0.010, -0.002, -0.004], [-0.064, -0.067, -0.073], [0.020, 0.008, 0.007], [-0.001, 0.004, -0.013], [0.013, -0.005, 0.012], [0.022, -0.019, -0.003], [0.000, 0.002, -0.017], [-0.559, -0.290, -0.275], [0.257, 0.061, 0.093], [-0.017, 0.005, 0.005], [-0.030, 0.008, -0.017], [-0.003, -0.023, -0.007], [0.015, -0.019, -0.002], [0.039, 0.008, 0.019], [0.008, 0.012, -0.016], [-0.021, 0.016, 0.013], [0.000, -0.093, 0.027], [0.013, 0.026, -0.009], [-0.020, -0.023, -0.009], [-0.026, 0.124, 0.151], [-0.017, -0.005, -0.023], [0.009, -0.001, 0.003], [-0.008, -0.015, 0.026], [-0.120, -0.075, -0.071], [0.039, 0.030, -0.096], [-0.001, -0.005, -0.008], [0.001, -0.024, -0.004], [0.010, 0.027, -0.092], [-0.081, 0.129, -0.023], [0.007, 0.009, 0.012], [0.023, 0.114, 0.077], [-0.002, -0.008, -0.005], [-0.012, -0.029, -0.054], [-0.012, 0.014, 0.004], [0.013, 0.016, -0.001], [-0.002, -0.007, -0.023], [-0.039, 0.077, -0.081], [0.000, -0.022, 0.008], [-0.060, 0.086, -0.035], [0.009, 0.001, -0.001], [0.006, 0.094, 0.088], [-0.023, -0.118, -0.076], [0.001, -0.017, 0.001], [0.004, 0.079, 0.082], [0.058, -0.013, 0.037], [0.043, -0.139, 0.067], [0.004, 0.078, -0.119], [0.108, -0.026, -0.079], [0.068, -0.047, -0.029], [-0.029, 0.065, -0.033], [0.117, -0.051, -0.006], [0.047, -0.099, 0.047], [-0.044, 0.059, -0.120], [-0.022, 0.037, 0.114], [-0.001, 0.031, 0.001], [-0.028, 0.048, 0.093], [-0.051, -0.034, 0.065], [0.081, -0.038, -0.069], [0.131, -0.006, -0.011], [0.024, 0.000, 0.016], [0.015, 0.064, 0.105], [0.006, 0.016, 0.012], [-0.023, -0.011, 0.006], [0.108, -0.122, 0.125], [-0.006, -0.066, -0.112], [-0.135, -0.035, 0.020], [-0.014, 0.019, 0.082], [-0.028, 0.031, -0.003], [0.073, 0.123, -0.116], [-0.056, -0.024, 0.128], [0.002, 0.004, 0.009], [0.100, 0.041, -0.013], [0.262, 0.095, 0.103], [-0.020, -0.026, 0.027], [-0.049, -0.120, -0.045], [-0.010, -0.031, 0.020], [-0.005, -0.013, -0.020], [0.020, -0.016, -0.006], [-0.012, 0.009, -0.024]], "multiplicity": 2, "orbital_gap_ev": [6.78, 6.33], "molar_mass_g_mol": 909.17, "s_squared": 0.75, "total_charge": 2, "e_lumo_ev": [-5.67, -6.31], "relative_energy_kcal_mol": 6.70}